Density functional theory data (the ωB97M-V functional and the def2-TZVPD basis) for a structure of composition C30H47AsBCrN8Se at a distorted geometry.

Output
Gap between HOMO and LUMO (alpha / beta), Eh: 0.2259 / 0.2598
Multiplicity: 2
Expectation value of S²: 0.793
Relative energy (zero: lowest compared OMol25 entry of this formula, charge and spin), eV: 0.5943
Charge: +2

CARTESIAN COORDINATES (ANGSTROEM)
Cr1 -1.92282 -0.00906 0.50469
C1 -1.87342 0.14174 4.80039
C2 -1.19602 0.02134 3.59479
N1 -2.05272 0.12104 2.57459
N2 -3.27532 0.30564 3.10619
C3 -3.19622 0.32624 4.43919
B1 -4.52792 0.40264 2.22029
N3 -4.53392 -0.91706 1.43679
C4 -5.33772 -1.96746 1.63079
C5 -4.77112 -3.06956 1.01339
C6 -3.59612 -2.59216 0.44919
N4 -3.46912 -1.28686 0.71279
N5 -4.26072 1.57044 1.26689
C7 -4.80562 2.79224 1.22849
C8 -4.06332 3.57324 0.35379
C9 -3.06562 2.72654 -0.11021
N6 -3.19732 1.52474 0.46159
H1 -1.47202 0.08624 5.79039
H2 -0.13932 -0.11946 3.44259
H3 -4.06472 0.47184 5.04879
H4 -5.51062 0.54404 2.84599
H5 -6.24212 -1.87056 2.19629
H6 -5.14902 -4.06946 0.98939
H7 -2.84632 -3.13276 -0.10031
H8 -5.67292 3.04204 1.80609
H9 -4.21462 4.60404 0.10229
H10 -2.28802 2.92064 -0.83291
C10 3.75098 -2.47896 3.70229
C11 2.99858 -2.02026 2.45989
C12 3.28908 -2.92296 1.26339
C13 2.47038 -2.53816 0.02629
N7 2.79128 -1.20356 -0.42231
C14 2.04858 -0.09026 -0.27531
Se1 0.42758 -0.03676 0.70609
N8 2.73958 0.97764 -0.72241
C15 2.31288 2.36044 -0.72131
C16 2.30648 2.99074 0.67729
C17 3.62838 2.90664 1.44069
C18 4.69968 3.85874 0.92349
C19 3.96938 0.54034 -1.17561
C20 5.06128 1.20614 -1.72431
C21 6.16888 0.44834 -2.04121
C22 6.19478 -0.93616 -1.85161
C23 5.11058 -1.61316 -1.33161
C24 4.00018 -0.85236 -0.98411
H11 3.54888 -1.81406 4.53799
H12 4.82348 -2.48366 3.52449
H13 3.44598 -3.48436 3.98149
H14 3.28018 -0.98816 2.22849
H15 1.92388 -2.03266 2.66299
H16 3.04578 -3.95556 1.51769
H17 4.35388 -2.88096 1.03199
H18 1.40278 -2.56796 0.26649
H19 2.66858 -3.23436 -0.79341
H20 1.30358 2.41424 -1.14841
H21 2.99138 2.90414 -1.37901
H22 1.52498 2.50984 1.27099
H23 2.03058 4.03884 0.55969
H24 4.00608 1.88204 1.43379
H25 3.42028 3.16354 2.47979
H26 5.06188 3.57514 -0.06091
H27 5.54928 3.86024 1.60139
H28 4.31188 4.87314 0.87069
H29 5.05978 2.26924 -1.89571
H30 7.04428 0.93434 -2.44181
H31 7.08458 -1.48596 -2.11271
H32 5.13278 -2.68286 -1.20121
C25 -0.04112 0.36554 -3.76691
C26 -1.39412 0.95384 -3.38331
As1 -2.32282 -0.11366 -1.98611
C27 -4.18162 0.44634 -2.35191
C28 -4.73802 -0.05276 -3.68521
C29 -2.30392 -1.92686 -2.76461
C30 -1.11722 -2.76336 -2.28781
H33 0.45388 0.99484 -4.50441
H34 -0.18612 -0.61776 -4.21481
H35 0.60858 0.27024 -2.89081
H36 -2.04312 0.98774 -4.26671
H37 -1.29372 1.98084 -3.01731
H38 -4.20492 1.54284 -2.33211
H39 -4.81412 0.09324 -1.52951
H40 -4.08482 0.22424 -4.51441
H41 -5.71412 0.39054 -3.87321
H42 -4.85932 -1.13586 -3.68721
H43 -2.31912 -1.85986 -3.85761
H44 -3.24242 -2.39936 -2.44961
H45 -0.20562 -2.50136 -2.82061
H46 -1.30162 -3.82316 -2.45521
H47 -0.93312 -2.60676 -1.21681

---

Density functional theory data (the ωB97M-V functional and the def2-TZVPD basis) for a structure of composition C27H18Cl3F9N4O6ReS2.

Output
Gap between HOMO and LUMO (alpha / beta), Eh: 0.2446 / 0.2447
Multiplicity: 1
Relative energy (zero: lowest compared OMol25 entry of this formula, charge and spin), eV: 0.0000
Charge: +1

CARTESIAN COORDINATES (ANGSTROEM)
Re1 2.04405 0.88242 0.28335
C1 4.68597 3.60523 0.78204
C2 4.99765 2.19636 0.46053
N1 4.12885 1.21320 0.25882
C3 4.84955 0.07822 -0.00663
C4 6.17883 0.36308 0.02776
N2 6.24300 1.70056 0.31552
C5 7.43950 -0.41729 -0.14611
O1 7.31997 -1.70660 -0.41312
O2 8.48871 0.15349 -0.03514
C6 4.06740 -1.14011 -0.19726
O3 4.52488 -2.23174 -0.41313
O4 2.75519 -0.89010 -0.06581
H1 3.71085 3.67187 1.26272
H2 4.66364 4.21066 -0.12452
H3 5.43921 4.01413 1.45214
H4 7.12023 2.19964 0.40641
H5 6.38343 -2.00597 -0.45158
F1 1.83154 5.10729 0.37652
C7 1.66754 4.78271 -0.90157
F2 2.88461 4.71871 -1.44826
F3 0.98595 5.73704 -1.51264
C8 0.94378 3.39793 -1.01511
O5 1.45236 2.58643 -0.03274
C9 1.26773 2.75854 -2.39139
F4 2.53803 2.37293 -2.42073
F5 0.52222 1.67741 -2.59521
F6 1.06094 3.63141 -3.37186
C10 -0.59672 3.60769 -0.77902
F7 -1.17855 3.96734 -1.93829
F8 -0.74390 4.61020 0.10228
F9 -1.60829 1.50731 -1.19135
S1 -1.81996 2.18691 1.28650
C11 -1.35842 2.38471 -0.21454
Cl1 -5.33346 -1.32391 5.30163
C12 -4.59279 -1.96119 3.87543
C13 -4.73904 -1.30233 2.66553
C14 -4.13879 -1.82604 1.53361
C15 -3.37594 -2.99086 1.57645
C16 -2.70900 -3.55727 0.33054
C17 -1.18862 -3.42812 0.33700
N3 -0.69288 -2.12246 0.76303
C18 -0.65924 -1.65631 2.06532
C19 -0.02277 -0.46678 2.02570
N4 0.35384 -0.20036 0.71227
C20 -0.06204 -1.24959 0.00028
O6 -3.27847 -3.08429 -0.85707
C21 -2.79460 -1.82551 -1.32566
C22 -3.79186 -1.27556 -2.28856
C23 -4.39954 -0.06072 -2.17820
Cl2 -4.17343 1.09324 -0.91940
S2 -5.51209 0.25498 -3.43928
C24 -5.18211 -1.27146 -4.14472
C25 -4.25949 -1.97639 -3.43886
C26 -3.28167 -3.63677 2.80633
Cl3 -2.39862 -5.13444 2.95231
C27 -3.87251 -3.14064 3.95590
H6 -5.32500 -0.39794 2.60806
H7 -4.29848 -1.32156 0.59434
H8 -2.89041 -4.63952 0.32504
H9 -0.78698 -3.63388 -0.65571
H10 -0.77145 -4.16530 1.02479
H11 -1.09701 -2.20552 2.87514
H12 0.18039 0.22523 2.82092
H13 0.07313 -1.36510 -1.06047
H14 -1.82557 -1.96976 -1.82476
H15 -2.64621 -1.11690 -0.50369
H16 -5.69055 -1.56429 -5.04516
H17 -3.92507 -2.96374 -3.70704
H18 -3.78148 -3.67055 4.89039

---

Density functional theory data (the ωB97M-V functional and the def2-TZVPD basis) for a cluster of 2 separate species, C32H40FN5 in total at a distorted geometry.

Output
Gap between HOMO and LUMO, Eh: 0.2861
Multiplicity: 1
SMILES: [H]/N=C/Cc1c([C@H](C)F)c(NCC)c(-c2ccncc2)c2ncc(Cc3ccccc3)nc12.CCCCCC

CARTESIAN COORDINATES (ANGSTROEM)
H1 -1.43396 -7.02687 2.10241
N1 -0.92174 -6.13185 2.16184
C1 -1.69615 -5.37940 2.86074
C2 -1.27659 -3.90365 3.15206
C3 -0.71409 -3.19530 1.85833
C4 0.69556 -2.91675 1.76981
C5 1.63801 -3.32121 2.94973
C6 1.50303 -2.30036 4.18008
F1 2.97932 -3.53615 2.56911
C7 1.20311 -2.20241 0.53019
N2 2.59244 -1.84577 0.36390
C8 2.98440 -0.74900 1.26716
C9 2.47446 0.68086 0.76198
C10 0.28230 -1.85793 -0.53771
C11 0.77907 -1.13758 -1.79517
C12 2.02185 -1.50937 -2.52480
C13 2.34970 -0.69773 -3.68585
N3 1.68574 0.33931 -4.25110
C14 0.54255 0.71302 -3.61334
C15 0.10384 0.01849 -2.41140
C16 -1.18339 -2.18494 -0.41251
N4 -2.00252 -1.84338 -1.47684
C17 -3.29681 -2.17577 -1.28331
C18 -3.78058 -2.80252 -0.02893
C19 -5.32538 -3.11546 0.06351
C20 -6.22007 -1.85739 -0.12422
C21 -6.69749 -1.49032 -1.47358
C22 -7.56443 -0.33643 -1.66004
C23 -8.01077 0.53647 -0.56988
C24 -7.52378 0.17826 0.78018
C25 -6.67572 -0.99349 0.97177
N5 -3.03527 -3.15588 1.04279
C26 -1.70922 -2.83669 0.78689
H2 -2.67664 -5.79087 3.23735
H3 -2.23245 -3.34526 3.38459
H4 -0.61767 -3.77123 4.04272
H5 1.26169 -4.30760 3.34819
H6 1.28951 -2.84589 5.13947
H7 0.66196 -1.60879 3.89595
H8 2.48623 -1.75355 4.22725
H9 3.20891 -2.65365 0.43120
H10 2.56378 -0.85256 2.31284
H11 4.10267 -0.67870 1.36019
H12 1.46327 0.57247 0.29953
H13 3.25420 1.08193 0.06811
H14 2.45266 1.34875 1.67034
H15 2.66437 -2.34987 -2.17706
H16 3.31097 -0.97892 -4.19765
H17 -0.07055 1.57625 -3.97516
H18 -0.82711 0.39360 -1.91324
H19 -4.02806 -1.92612 -2.08715
H20 -5.52603 -3.49569 1.10857
H21 -5.62892 -3.95649 -0.61932
H22 -6.41545 -2.08749 -2.37922
H23 -7.91739 -0.10377 -2.68938
H24 -8.67621 1.41971 -0.73382
H25 -7.84323 0.84974 1.61367
H26 -6.34316 -1.26982 1.99774
C27 2.66444 3.19258 -1.87699
C28 2.53025 4.25903 -0.79668
C29 2.70495 5.68307 -1.32469
C30 4.07761 5.99219 -1.92589
C31 5.26613 5.76824 -0.99099
C32 5.23962 6.65920 0.24541
H27 3.66320 3.18919 -2.31899
H28 2.48755 2.20250 -1.45353
H29 1.93500 3.35175 -2.67499
H30 3.24292 4.05888 0.00972
H31 1.53332 4.17664 -0.35148
H32 2.49621 6.38636 -0.51175
H33 1.94288 5.87392 -2.08813
H34 4.08048 7.03668 -2.25823
H35 4.22358 5.39174 -2.82905
H36 6.18629 5.97273 -1.54672
H37 5.31937 4.71889 -0.68592
H38 5.22313 7.71508 -0.03586
H39 6.13013 6.48678 0.85410
H40 4.36813 6.45561 0.87116

---

Density functional theory data (the ωB97M-V functional and the def2-TZVPD basis) for a structure of composition C31H25N4O5P2PtSe2.

Output
Gap between HOMO and LUMO, Eh: 0.2714
Multiplicity: 1
Relative energy (zero: lowest compared OMol25 entry of this formula, charge and spin), eV: 0.0000
Charge: +1

CARTESIAN COORDINATES (ANGSTROEM)
Pt1 -0.33257 0.46299 0.95408
O1 -0.26810 -2.47364 -2.60448
C1 0.07294 -1.47031 -1.80184
O2 -0.06208 -0.30478 -2.06697
C2 0.61950 -2.01606 -0.50734
O3 1.15594 -0.95991 0.29446
C3 1.64934 -1.47369 1.56339
C4 0.48603 -1.70890 2.53029
O4 0.58162 -2.49564 3.42953
O5 -0.58693 -0.97751 2.27828
H1 -0.63416 -2.10806 -3.42492
H2 1.41820 -2.72600 -0.73058
H3 -0.17809 -2.54578 0.02223
H4 2.31768 -0.70909 1.95553
H5 2.20279 -2.39569 1.39947
Se1 -3.03009 4.94957 -3.19760
P1 -1.04020 5.21877 -2.62055
C5 -0.70458 6.64460 -1.56894
C6 0.13715 6.59164 -0.46164
C7 0.40165 7.74645 0.26055
C8 -0.16196 8.95220 -0.12943
C9 -1.00300 9.00652 -1.23374
C10 -1.28318 7.85407 -1.94980
C11 0.15559 5.30083 -3.96514
C12 -0.13800 4.66303 -5.16712
C13 0.78327 4.69279 -6.20137
C14 1.98926 5.36083 -6.03766
C15 2.27814 6.00348 -4.84171
C16 1.36320 5.97557 -3.80141
C17 -0.42171 3.78826 -1.64171
C18 -0.97180 2.99429 -0.59492
N1 -0.11486 2.01230 -0.34299
N2 0.90689 2.22417 -1.17465
N3 0.75427 3.27662 -1.96336
P2 -2.44114 3.11192 0.46918
Se2 -2.08985 1.63269 2.04636
C19 -2.53043 4.77222 1.13173
C20 -1.86034 5.04570 2.32728
C21 -1.89397 6.32652 2.85183
C22 -2.59764 7.32598 2.19310
C23 -3.26286 7.05370 1.00627
C24 -3.23003 5.77994 0.46483
C25 -3.88075 2.71100 -0.50164
C26 -3.75681 1.77951 -1.53129
C27 -4.87967 1.39997 -2.24202
C28 -6.11903 1.94064 -1.92120
C29 -6.24230 2.84928 -0.88079
C30 -5.12282 3.23718 -0.16090
H6 0.59813 5.65989 -0.15638
H7 1.05345 7.70532 1.12328
H8 0.05399 9.85332 0.42970
H9 -1.44183 9.94751 -1.53779
H10 -1.95033 7.88835 -2.80282
H11 -1.09153 4.16517 -5.29252
H12 0.55612 4.20357 -7.13892
H13 2.70410 5.38881 -6.84939
H14 3.21382 6.53227 -4.71978
H15 1.58804 6.48378 -2.87243
H16 -1.33159 4.25904 2.84918
H17 -1.38265 6.53991 3.78064
H18 -2.63186 8.32434 2.60970
H19 -3.80725 7.83607 0.49537
H20 -3.73029 5.57487 -0.47249
H21 -2.79023 1.35884 -1.78569
H22 -4.79023 0.68885 -3.05172
H23 -6.99505 1.64699 -2.48389
H24 -7.21068 3.25804 -0.62678
H25 -5.22301 3.94165 0.65456
N4 3.00314 0.85829 -1.20643
C31 2.04054 1.47961 -1.18326

---

Among the records above, which one has the highest multiplicity?
C30H47AsBCrN8Se